Entry from the OMol25 dataset: an isolated molecule of C4H8N2O in a non-equilibrium geometry (ωB97M-V/def2-TZVPD).

Results
LUMO (hartree): 0.019
Energy (eV): -9303.8361
Kohn-Sham gap (eV): 10.2
ΔE to the lowest compared entry with this formula, charge and spin (kcal/mol): 59.0
Total charge: 0

Last columns: bonded neighbours and bond lengths (Å).
Cartesian coordinates (Å):
1 N -0.98361 2.30265 0.52719  C2 1.154
2 C -1.12025 1.32969 -0.07869  N1 1.154, C3 1.443
3 C -0.85486 -0.05412 0.23080  C2 1.443, N4 1.432, C5 1.517, H8 1.162
4 N -2.08323 -0.76910 0.05620  C3 1.432, H9 1.004, H10 1.014
5 C 0.27171 -0.56015 -0.65013  C3 1.517, C6 1.519, H11 1.090, H12 1.093
6 C 1.58606 0.17972 -0.47217  C5 1.519, O7 1.405, H13 1.101, H14 1.095
7 O 2.00978 -0.05183 0.84748  C6 1.405, H15 0.955
8 H -0.46483 0.00413 1.32350  C3 1.162
9 H -1.98209 -1.68996 0.44263  N4 1.004
10 H -2.88955 -0.33021 0.48771  N4 1.014
11 H -0.03226 -0.50301 -1.69579  C5 1.090
12 H 0.41488 -1.61171 -0.38835  C5 1.093
13 H 1.46765 1.24246 -0.73620  C6 1.101
14 H 2.34199 -0.24793 -1.13877  C6 1.095
15 H 2.31863 0.75937 1.24458  O7 0.955